No. 1
Density functional theory data (ωB97M-V/def2-TZVPD) for a cluster of 2 separate species, C3H5N3O in total.

Values from the calculation:
Relative energy (zero: lowest compared OMol25 entry of this formula, charge and spin) (kcal per mole): 167.5
LUMO level (alpha / beta) (hartree): -0.0178 / -0.0126
Total charge: 0
E (eV): -9703.319
Largest force on an atom (eV Å⁻¹): 4.2
HOMO (alpha / beta) (hartree): -0.3292 / -0.3351
Gap between HOMO and LUMO (alpha / beta) (eV): 8.475 / 8.775

Each line ends with the Mulliken charge.
Element x y z (Å)
1 C -1.56 -1.06 -0.53  -0.510
2 C -1.26 -1.94 0.53  -0.194
3 C -0.43 -0.32 -0.60  0.196
4 N -0.06 -1.75 0.94  -0.800
5 N 0.39 -0.61 0.36  0.332
6 N 1.46 2.28 -0.09  -0.271
7 O 0.73 2.05 -1.13  -0.301
8 H -2.38 -0.97 -1.22  0.345
9 H -1.62 -2.91 0.81  0.401
10 H 1.18 -0.06 0.56  0.257
11 H 1.06 2.98 0.68  0.276
12 H 2.50 2.32 -0.31  0.270



No. 2
Density functional theory data (ωB97M-V/def2-TZVPD) for the molecule C17H33NO2.

Values from the calculation:
Relative energy (zero: lowest compared OMol25 entry of this formula, charge and spin) (kcal per mole): 5.5
LUMO level (hartree): 0.0326
Total charge: 0
E (eV): -23750.204
Largest force on an atom (eV Å⁻¹): 0.5
HOMO (hartree): -0.3027
Gap between HOMO and LUMO (eV): 9.121

Each line ends with the Mulliken charge.
Element x y z (Å)
1 C -6.71 -2.29 0.17  -0.668
2 H -6.27 -3.06 0.79  0.231
3 H -7.80 -2.34 0.21  0.284
4 H -6.40 -2.41 -0.87  0.300
5 O -6.26 -1.05 0.68  -0.286
6 C -6.70 0.05 0.05  0.560
7 O -7.45 0.02 -0.89  -0.590
8 C -6.13 1.30 0.67  -0.535
9 H -5.58 1.03 1.57  0.293
10 C -5.23 2.03 -0.33  -0.912
11 C -4.08 1.17 -0.86  -0.619
12 C -3.13 0.68 0.24  -0.554
13 C -1.91 -0.03 -0.35  -0.483
14 C -0.97 -0.54 0.74  -0.596
15 C 0.20 -1.36 0.21  -0.841
16 C 1.21 -0.57 -0.64  -0.659
17 C 2.01 0.47 0.14  -0.349
18 H 2.52 1.12 -0.58  0.365
19 H 1.32 1.10 0.70  0.404
20 C 3.06 -0.13 1.10  -1.356
21 N 4.44 -0.13 0.64  0.144
22 C 4.69 -0.94 -0.54  -0.579
23 C 6.19 -1.16 -0.70  -0.848
24 C 6.90 0.18 -0.81  -0.695
25 C 6.55 1.04 0.40  -0.828
26 C 5.04 1.18 0.52  -0.582
27 H 4.78 1.76 1.41  0.413
28 H 4.67 1.73 -0.37  0.275
29 H 6.93 0.55 1.31  0.352
30 H 7.01 2.03 0.32  0.373
31 H 7.98 0.04 -0.87  0.302
32 H 6.58 0.69 -1.72  0.326
33 H 6.56 -1.69 0.18  0.344
34 H 6.38 -1.77 -1.58  0.373
35 H 4.19 -1.90 -0.40  0.427
36 H 4.29 -0.47 -1.45  0.289
37 H 3.05 0.43 2.04  0.333
38 H 2.80 -1.17 1.32  0.556
39 H 1.90 -1.28 -1.10  0.328
40 H 0.67 -0.07 -1.45  0.354
41 H 0.73 -1.81 1.05  0.297
42 H -0.19 -2.18 -0.40  0.403
43 H -1.55 -1.17 1.42  0.438
44 H -0.60 0.30 1.33  0.229
45 H -1.37 0.67 -1.00  0.253
46 H -2.24 -0.87 -0.97  0.261
47 H -2.80 1.53 0.84  0.280
48 H -3.65 -0.02 0.90  0.282
49 H -3.51 1.76 -1.58  0.463
50 H -4.49 0.31 -1.39  0.291
51 H -5.84 2.35 -1.18  0.354
52 H -4.82 2.92 0.15  0.417
53 H -6.96 1.96 0.94  0.386



No. 3
Density functional theory data (ωB97M-V/def2-TZVPD) for a cluster of 2 separate species, C5H10O in total.

Values from the calculation:
Relative energy (zero: lowest compared OMol25 entry of this formula, charge and spin) (kcal per mole): 44.7
LUMO level (hartree): 0.0428
Total charge: 0
E (eV): -7392.828
Largest force on an atom (eV Å⁻¹): 0.3
HOMO (hartree): -0.3108
Gap between HOMO and LUMO (eV): 9.622

Each line ends with the Mulliken charge.
Element x y z (Å)
1 C 2.02 -0.21 0.12  -1.445
2 C 0.64 0.45 0.09  0.552
3 C -0.14 -0.03 -1.11  -0.248
4 C -1.07 -0.89 -0.70  -0.675
5 O -1.16 -1.03 0.65  -0.359
6 C -0.30 -0.02 1.22  -0.579
7 H 2.60 0.09 -0.76  0.385
8 H 2.59 0.06 1.01  0.375
9 H 1.90 -1.30 0.09  0.322
10 H 0.74 1.54 0.13  0.305
11 H -2.38 1.15 -0.69  -0.217
12 H 0.10 0.20 -2.14  0.357
13 H -1.78 -1.48 -1.26  0.402
14 H -3.02 1.13 -0.31  0.229
15 H -0.94 0.80 1.58  0.293
16 H 0.22 -0.47 2.07  0.301



No. 4
Density functional theory data (ωB97M-V/def2-TZVPD) for a structure of composition C21H26ClErP2.

Values from the calculation:
LUMO level (alpha / beta) (hartree): -0.3426 / -0.3444
Total charge: +2
E (eV): -80901.436
Largest force on an atom (eV Å⁻¹): 3.9
HOMO (alpha / beta) (hartree): -0.5347 / -0.5348
<S²>: 3.926
2S+1: 4
Gap between HOMO and LUMO (alpha / beta) (eV): 5.226 / 5.181

Each line ends with the Mulliken spin population.
Element x y z (Å)
1 Er -2.21 -1.13 1.21  3.056
2 Cl -4.02 -2.72 1.51  -0.013
3 P 0.08 -0.73 -0.24  -0.024
4 C 1.63 -0.59 0.71  0.000
5 C 2.58 0.41 0.46  0.000
6 C 3.77 0.43 1.18  0.000
7 C 3.98 -0.53 2.20  0.000
8 C 2.98 -1.49 2.51  0.000
9 C 1.80 -1.50 1.78  0.000
10 C 0.26 -2.26 -1.26  -0.002
11 C -0.88 -2.69 -1.96  0.000
12 C -0.81 -3.86 -2.70  0.001
13 C 0.39 -4.60 -2.73  0.001
14 C 1.51 -4.18 -2.00  0.001
15 C 1.44 -3.01 -1.25  0.000
16 C -0.04 0.61 -1.48  -0.003
17 C -1.22 1.39 -1.52  -0.003
18 C -1.37 2.36 -2.49  0.001
19 C -0.34 2.55 -3.44  0.000
20 C 0.83 1.74 -3.43  0.000
21 C 0.95 0.76 -2.45  -0.001
22 H -1.81 -2.10 -1.93  -0.002
23 H -1.67 -4.19 -3.28  0.000
24 H 0.45 -5.51 -3.34  0.000
25 H 2.43 -4.75 -2.03  0.000
26 H 2.30 -2.67 -0.66  0.000
27 H 2.39 1.14 -0.34  0.000
28 H 4.54 1.19 0.96  0.000
29 H 4.91 -0.52 2.76  0.000
30 H 3.15 -2.23 3.31  0.000
31 H 1.02 -2.24 2.01  0.001
32 H -2.01 1.24 -0.74  0.009
33 H -2.27 2.99 -2.53  0.000
34 H -0.44 3.32 -4.20  0.000
35 H 1.62 1.87 -4.17  0.000
36 H 1.83 0.09 -2.42  0.000
37 H 4.07 5.43 1.63  0.000
38 H 3.63 5.79 1.14  0.000
39 C -0.97 1.20 3.21  -0.079
40 P -2.42 1.17 1.96  0.165
41 C -4.04 0.67 0.82  -0.104
42 C -3.14 2.64 2.66  -0.013
43 H -0.25 0.39 3.01  -0.011
44 H -1.42 1.16 4.21  -0.007
45 H -0.55 2.20 3.02  0.014
46 H -4.88 0.40 1.46  -0.005
47 H -4.23 1.60 0.27  0.008
48 H -3.81 -0.15 0.07  -0.003
49 H -3.35 2.48 3.73  0.009
50 H -2.35 3.40 2.62  0.003
51 H -4.04 3.02 2.17  0.001